This record from OMol25 describes a structure of composition C22H38P2Ru in a non-equilibrium geometry. The level of theory is the ωB97M-V functional and the def2-TZVPD basis.

Computed properties:
E_tot, a.u.: -1637.62170
ΔE to the lowest compared entry with this formula, charge and spin, eV: 7.169
Frontier orbital gap (alpha / beta), eV: 4.19 / 6.01
Molecular weight, u: 465.56
HOMO energy (alpha / beta), Ha: -0.4167 / -0.4912

```
! RIJCOSX wB97M-V def2-TZVPD def2/J DEFGRID3
* xyz 2 5
P -2.52595 3.52209 -2.27616
P -3.18221 -0.15852 -2.94878
C -3.06991 2.59193 -3.74982
C -4.04665 1.49594 -3.35498
H -1.95249 2.17320 -4.52473
H -3.45461 3.22645 -4.57009
H -4.69952 1.78575 -2.50388
H -4.76543 1.33296 -4.18379
C -3.87075 -0.96074 -4.46169
H -3.76089 -2.04497 -4.39240
H -3.38950 -0.62189 -5.39110
H -4.93539 -0.71169 -4.54269
C -3.98638 -1.00651 -1.55937
H -4.94316 -1.43077 -1.89692
H -4.15957 -0.31560 -0.72058
H -3.33798 -1.81985 -1.20141
C -2.26399 5.11991 -3.16421
H -1.81734 5.84997 -2.48394
H -3.21076 5.53074 -3.53177
H -1.58091 4.99234 -4.00983
C -3.74471 4.10083 -1.07924
H -4.52673 3.37621 -0.83287
H -4.25444 4.99838 -1.46217
H -3.23589 4.40308 -0.15889
Ru -1.83868 -0.72853 0.93110
C -1.42856 0.18703 -4.10373
C -1.26750 1.28978 -5.02890
C 0.17255 1.73989 -5.15199
C 0.95894 2.38197 -3.97432
C 0.28411 3.37325 -3.15205
C -0.69895 3.12167 -2.12510
C -1.10577 1.66982 -1.81873
C -0.70200 0.49492 -2.69186
C -0.76409 0.83707 1.35332
H -1.02249 -0.81411 -4.40618
H -1.67158 0.97314 -6.01881
H 0.14807 2.46593 -5.95732
H 0.74355 0.88619 -5.49310
H 1.50307 1.60515 -3.40652
H 1.79525 2.91939 -4.45687
H 0.63445 4.43681 -3.25576
H -0.54378 3.70378 -1.21280
H -2.19553 1.49281 -1.59964
H -0.71425 1.50053 -0.81590
H 0.38259 0.37044 -2.73892
H -0.97511 -0.34597 -2.05190
H -0.33907 0.82705 2.36392
H -1.53764 1.60266 1.13988
H 0.05665 0.90661 0.61050
C -0.77692 -2.10205 -0.49097
C -0.13882 -2.23341 0.77941
C -1.06618 -2.50397 1.83828
C -0.82202 -1.78200 3.03021
C 0.47138 -1.31335 3.32508
C 1.45527 -1.26594 2.33959
C 1.14987 -1.69939 1.05245
H -0.15213 -1.67209 -1.27460
H -1.47560 -2.88940 -0.77792
H -1.82028 -3.28275 1.70923
H -1.60613 -1.73872 3.78210
H 0.71590 -0.96215 4.33945
H 2.46549 -0.89379 2.56195
H 1.85897 -1.67483 0.22569
*
```

***

This record from OMol25 describes a structure of composition C22H39BF3N8O5S2Y. The level of theory is the ωB97M-V functional and the def2-TZVPD basis.

Computed properties:
E_tot, a.u.: -2834.98315
ΔE to the lowest compared entry with this formula, charge and spin, eV: 0.000
Frontier orbital gap, eV: 7.42
Molecular weight, u: 716.45
HOMO energy, Ha: -0.4588

```
! RIJCOSX wB97M-V def2-TZVPD def2/J DEFGRID3
* xyz 2 1
Y 0.18808 0.16904 0.32940
C -2.12256 -3.23777 3.35469
N -1.11027 -2.31891 3.86394
C -0.85336 -2.35048 5.30685
C -0.45989 -1.51038 3.03989
O -0.63436 -1.50773 1.80641
C 0.52844 -0.52182 3.63889
O 0.64633 0.55738 2.72621
C 0.52590 1.85630 3.28810
C 0.52385 2.81848 2.11572
O 0.60228 2.34177 0.96865
N 0.44223 4.10786 2.38147
C 0.32690 4.60126 3.75432
C 0.47201 5.10028 1.30759
H -1.76470 -4.26654 3.41193
H -2.35595 -2.97806 2.32805
H -3.02362 -3.14426 3.95915
H -1.22017 -3.29715 5.69359
H -1.37760 -1.54499 5.82243
H 0.21162 -2.29870 5.52287
H 1.50071 -1.00872 3.74935
H 0.19742 -0.16043 4.61113
H 1.36419 2.06031 3.95844
H -0.41002 1.95019 3.84740
H -0.62285 4.30907 4.20341
H 0.36485 5.68572 3.72601
H 1.15248 4.25499 4.37583
H 0.53659 4.59229 0.35478
H 1.33673 5.75057 1.44089
H -0.44051 5.69325 1.34066
C 2.37093 1.76885 -3.53332
N 1.37196 2.65529 -2.95264
C 1.45265 4.02791 -2.89914
C 0.31763 4.45597 -2.30322
N -0.44979 3.35492 -1.98092
B -1.81980 3.59091 -1.19740
N -2.82604 2.43263 -1.42625
C -3.67226 2.37947 -2.51562
C -4.48111 1.31134 -2.37373
N -4.11949 0.70370 -1.18312
C -4.82581 -0.40321 -0.56360
C -3.11136 1.40476 -0.61751
S -2.40487 0.99075 0.90446
C 0.20425 2.26974 -2.39414
S -0.30107 0.60778 -2.31904
H 3.22369 2.37227 -3.83118
H 1.96482 1.26108 -4.40573
H 2.68887 1.03822 -2.79365
H 2.29280 4.56540 -3.30168
H -0.02877 5.45324 -2.09675
H -2.29790 4.58649 -1.67783
H -1.57787 3.69770 -0.02421
H -3.62445 3.11999 -3.29391
H -5.28368 0.93808 -2.98474
H -5.39386 -0.92359 -1.33123
H -5.50805 -0.04392 0.20552
H -4.11128 -1.07709 -0.09598
F 5.14960 0.10738 0.10907
C 4.34756 -0.89822 0.41853
F 4.72633 -1.41780 1.58440
F 4.47832 -1.85517 -0.52763
C 2.86357 -0.47779 0.44760
O 2.05678 -1.25471 1.01802
O 2.51516 0.56125 -0.15105
N -0.63409 -4.81324 -1.90401
C 0.81338 -4.41227 -1.75121
C 0.92490 -3.27485 -0.75016
N 0.08460 -2.12832 -1.10348
C -1.31666 -2.52367 -1.27151
C -1.50155 -3.64019 -2.28708
H -0.96658 -5.20469 -1.02018
H -0.72050 -5.55562 -2.59964
H 1.15306 -4.11248 -2.74249
H 1.37206 -5.29107 -1.43487
H 1.96689 -2.96993 -0.69278
H 0.64768 -3.60838 0.25355
H 0.42066 -1.70465 -1.96865
H -1.89964 -1.66147 -1.60164
H -1.70124 -2.82390 -0.29185
H -1.18159 -3.33167 -3.28225
H -2.53191 -3.98767 -2.33558
*
```

***

This record from OMol25 describes a structure of composition C22H39BGeN7O3V. The level of theory is the ωB97M-V functional and the def2-TZVPD basis.

Computed properties:
E_tot, a.u.: -4516.49157
ΔE to the lowest compared entry with this formula, charge and spin, eV: 1.081
Frontier orbital gap (alpha / beta), eV: 8.68 / 9.31
Molecular weight, u: 583.97
HOMO energy (alpha / beta), Ha: -0.3245 / -0.3247

```
! RIJCOSX wB97M-V def2-TZVPD def2/J DEFGRID3
* xyz 0 3
V 0.11589 -0.04300 -0.25769
C -2.71223 -4.57738 -1.81868
C -3.43081 -3.36470 -1.22204
C -3.23362 -3.26158 0.28630
C -3.10643 -2.10072 -1.97377
C -3.67579 -1.75815 -3.21667
C -3.23850 -0.48357 -3.46455
N -2.43768 -0.11538 -2.44785
N -2.32973 -1.11154 -1.53272
B -1.90488 1.27840 -2.15128
N -0.35658 1.38412 -2.41432
C 0.16430 1.58409 -3.63554
C 1.38464 2.19842 -3.49466
C 1.56134 2.35592 -2.11113
N 0.51282 1.83955 -1.45948
C 2.67124 3.15799 -1.47620
C 2.27785 3.76583 -0.13336
C 4.01913 2.43229 -1.40971
N -2.17536 1.64540 -0.67741
C -3.16511 2.41885 -0.22940
C -3.18582 2.35890 1.14818
C -2.13905 1.50063 1.49022
N -1.53358 1.07092 0.37562
C -1.69049 1.15443 2.87920
C -1.20403 -0.28266 3.00713
C -0.62051 2.14168 3.35683
H -3.03467 -5.49285 -1.31885
H -1.63242 -4.49257 -1.70198
H -2.93017 -4.67584 -2.88315
H -4.50219 -3.51637 -1.39368
H -2.18282 -3.26918 0.56228
H -3.71179 -4.11048 0.77819
H -3.67582 -2.34330 0.67645
H -4.35258 -2.35096 -3.80849
H -3.45842 0.20281 -4.26571
H -2.47419 2.07136 -2.85225
H -0.39336 1.31792 -4.51860
H 2.04313 2.53749 -4.27639
H 2.80850 3.98982 -2.17526
H 2.14714 2.99782 0.62567
H 1.34403 4.32320 -0.21165
H 3.05994 4.44517 0.20888
H 4.04045 1.69474 -0.60918
H 4.81412 3.15245 -1.21003
H 4.24766 1.92823 -2.34953
H -3.79568 2.94582 -0.92539
H -3.85727 2.86293 1.82114
H -2.57228 1.28220 3.51320
H -0.24484 -0.41208 2.50610
H -1.90856 -0.99425 2.57570
H -1.04984 -0.53586 4.05686
H 0.27274 2.06314 2.73429
H -0.33380 1.92359 4.38687
H -0.97585 3.17135 3.30684
C 4.50128 0.04567 2.37346
Ge 2.91791 -0.97658 1.81422
C 2.02431 -1.62870 3.42959
C 3.52380 -2.50173 0.74215
C 1.85794 0.24602 0.71129
H 5.15056 -0.55936 3.00824
H 4.20915 0.93605 2.93259
H 5.07913 0.36454 1.50423
H 2.72642 -2.24599 3.99284
H 1.15396 -2.23431 3.18027
H 1.70697 -0.80634 4.07181
H 4.48171 -2.85779 1.12370
H 3.65713 -2.21926 -0.30307
H 2.81811 -3.33053 0.78450
H 2.50877 0.55675 -0.11174
H 1.65106 1.16039 1.28318
O 0.73341 -1.70138 -1.25422
N 0.44670 -2.51376 -0.29800
O 0.62804 -3.69048 -0.38150
O -0.03458 -1.94825 0.72716
*
```

***

This record from OMol25 describes a structure of composition C22H39BN5O3PtS3 in a non-equilibrium geometry. The level of theory is the ωB97M-V functional and the def2-TZVPD basis.

Computed properties:
E_tot, a.u.: -2699.79178
ΔE to the lowest compared entry with this formula, charge and spin, eV: 2.023
Frontier orbital gap (alpha / beta), eV: 6.82 / 7.01
Molecular weight, u: 723.68
HOMO energy (alpha / beta), Ha: -0.3750 / -0.3833

```
! RIJCOSX wB97M-V def2-TZVPD def2/J DEFGRID3
* xyz 1 1
Pt 0.16471 -0.18499 -0.97279
C 3.56303 0.49799 -0.34995
S 2.96166 -0.85425 -1.36369
O 2.34057 -0.23110 -2.61066
C 4.52329 -1.49288 -1.92127
C 5.16628 -2.45533 -1.15456
C 6.41089 -2.91224 -1.56360
C 6.98361 -2.41462 -2.72830
C 6.31536 -1.46207 -3.49114
C 5.07066 -0.99358 -3.09164
H 3.98901 1.23565 -1.03466
H 4.32519 0.10132 0.32862
H 2.73755 0.91367 0.22280
H 4.70396 -2.83879 -0.24773
H 6.93030 -3.65926 -0.97860
H 7.95123 -2.77857 -3.04891
H 6.76416 -1.08357 -4.40035
H 4.52354 -0.25755 -3.67210
C 1.40182 0.21337 3.56095
C 0.62995 -0.98497 3.03740
C 1.13715 -2.24943 3.69865
O 0.92881 -1.07956 1.60961
B -0.20506 -0.73663 0.91036
O -1.31503 -0.56969 1.68899
C -0.94849 -0.79964 3.08606
C -1.41318 0.41210 3.86989
C -1.70457 -2.03431 3.54342
H 2.47105 0.02810 3.42454
H 1.21657 0.37483 4.62673
H 1.14086 1.12312 3.01113
H 2.21731 -2.31646 3.55291
H 0.68065 -3.14299 3.26978
H 0.93619 -2.23032 4.77415
H -1.03796 1.33552 3.42243
H -1.08621 0.35990 4.91319
H -2.50485 0.44963 3.85388
H -1.49665 -2.88670 2.89168
H -2.77669 -1.82844 3.49911
H -1.44798 -2.30485 4.57233
C -1.01637 5.53242 1.00636
C 0.44545 5.16271 0.69764
C 0.54092 4.07180 -0.33278
N 0.50045 2.81291 -0.06947
N 0.53955 2.02046 -1.23111
C 0.63550 2.71655 -2.33236
N 0.74819 2.15831 -3.56008
S 0.63733 4.41058 -2.04201
H -1.06103 6.27459 1.80741
H -1.57096 4.64575 1.32492
H -1.51266 5.95228 0.12640
H 0.93807 4.80081 1.59700
H 0.98504 6.04430 0.34604
H 0.93145 1.16864 -3.62196
H 0.84200 2.72261 -4.38178
C -4.18145 1.33214 -0.06626
C -3.26335 0.15738 0.23537
N -3.56723 -1.01047 -0.61428
C -3.04460 -1.25774 -1.80247
S -1.78401 -0.28852 -2.50050
N -3.52476 -2.28582 -2.50399
C -4.79482 -2.98406 -2.26441
C -5.98470 -2.24673 -2.86362
H -3.96285 2.15841 0.61916
H -5.23355 1.05936 0.06013
H -4.03169 1.68421 -1.09034
H -3.36034 -0.16788 1.26750
H -2.23408 0.42429 0.08183
H -4.28509 -1.63344 -0.28323
H -3.08968 -2.40269 -3.40128
H -4.93375 -3.13484 -1.19565
H -4.69488 -3.97273 -2.70093
H -6.11348 -1.26212 -2.40112
H -6.90195 -2.82165 -2.71033
H -5.84539 -2.10419 -3.93843
*
```

***

This record from OMol25 describes a structure of composition C22H39BNO23PSi2 in a non-equilibrium geometry. The level of theory is the ωB97M-V functional and the def2-TZVPD basis.

Computed properties:
E_tot, a.u.: -3592.29213
Frontier orbital gap, eV: 7.56
Molecular weight, u: 783.50
HOMO energy, Ha: -0.2737

```
! RIJCOSX wB97M-V def2-TZVPD def2/J DEFGRID3
* xyz 0 1
C 0.58783 0.93110 1.37400
B -0.40216 0.25000 0.34761
O -0.02593 0.12363 -0.97766
Si -2.19086 -0.36867 1.07635
O -3.34808 -0.67029 -0.11386
Si -4.93794 -0.54153 0.32661
P -5.52990 1.61751 -0.02583
N -5.75849 1.87381 -1.57786
H 1.20979 0.14934 1.82645
H 1.24816 1.65774 0.89604
H 0.03329 1.40175 2.18898
H 0.44770 -0.67867 -1.23459
H -1.99749 -1.57297 1.90440
H -2.73646 0.72366 1.93151
H -5.13367 -0.91986 1.74435
H -5.75225 -1.34510 -0.59928
H -6.67839 1.91270 0.70362
H -4.50902 2.41665 0.53898
H -5.14945 2.58226 -1.96452
C -9.77188 -0.17010 3.98421
C -9.89216 1.21705 4.58645
O -8.57492 1.74353 4.39576
C -7.99683 1.08138 3.37019
O -6.97255 1.39199 2.85192
O -8.74538 0.01639 3.00476
H -10.68384 -0.52032 3.50900
H -9.43283 -0.91205 4.70879
H -10.60157 1.84608 4.04655
H -10.14463 1.21367 5.64306
C 1.90520 -3.92140 1.20958
C 2.55163 -4.21786 2.54818
O 2.00553 -3.18979 3.38515
C 0.83974 -2.76642 2.83735
O 0.08595 -2.02325 3.38210
O 0.66836 -3.29384 1.61201
H 1.70611 -4.81159 0.62011
H 2.43877 -3.20506 0.59122
H 2.25731 -5.18761 2.95357
H 3.63624 -4.14923 2.53110
C 2.33004 -1.81709 6.72346
C 3.34861 -2.89021 6.39595
O 3.97016 -3.12114 7.66313
C 3.10411 -2.74251 8.63703
O 3.25342 -2.96013 9.79383
O 2.04871 -2.08548 8.10204
H 1.42353 -1.88305 6.12766
H 2.74355 -0.81044 6.64036
H 2.87842 -3.81434 6.05664
H 4.08803 -2.57416 5.66503
C 1.27059 -1.76104 -4.23026
C 2.43050 -2.58086 -4.76206
O 3.19200 -2.84203 -3.57058
C 2.36998 -2.73978 -2.51753
O 2.64272 -3.04919 -1.39621
O 1.17155 -2.24548 -2.87938
H 0.33723 -1.92925 -4.75861
H 1.48875 -0.69483 -4.20291
H 2.11040 -3.53445 -5.18421
H 3.03826 -2.04829 -5.48723
C 5.80636 -0.24846 -0.15210
C 5.70980 1.23935 -0.43392
O 4.96181 1.25850 -1.65619
C 4.24699 0.11668 -1.73374
O 3.39148 -0.07457 -2.54484
O 4.62072 -0.75331 -0.77992
H 5.80102 -0.49242 0.90641
H 6.67388 -0.70953 -0.62633
H 5.14459 1.77781 0.32788
H 6.67295 1.72063 -0.57655
C 1.53742 3.56498 -3.20420
C 1.94167 2.61722 -2.10380
O 2.34436 3.51845 -1.06094
C 1.73189 4.70933 -1.26749
O 1.73045 5.61354 -0.49864
O 1.12210 4.72827 -2.48198
H 0.72660 3.16994 -3.81040
H 2.37806 3.82911 -3.85028
H 1.10222 2.01454 -1.75119
H 2.75278 1.96456 -2.39448
C -0.08398 3.39367 -7.87234
C 0.93322 3.62163 -6.77280
O 1.21131 2.29127 -6.32927
C 0.91387 1.43586 -7.33901
O 1.18652 0.27948 -7.33836
O 0.26910 2.08288 -8.33489
H -0.01899 4.11319 -8.68336
H -1.10748 3.36604 -7.49584
H 1.85723 4.06989 -7.14169
H 0.54656 4.22060 -5.95230
*
```

***

This record from OMol25 describes a structure of composition C22H39BiFN5O2PS5Si in a non-equilibrium geometry. The level of theory is the ωB97M-V functional and the def2-TZVPD basis.

Computed properties:
E_tot, a.u.: -4222.46246
Frontier orbital gap, eV: 7.12
Molecular weight, u: 852.96
HOMO energy, Ha: -0.1772

```
! RIJCOSX wB97M-V def2-TZVPD def2/J DEFGRID3
* xyz -1 1
Bi -0.16144 -0.28009 -0.24298
C -1.92461 -2.84901 1.73527
Si -0.03632 -2.96601 1.95995
C 0.46348 -4.67467 1.24568
C 0.13119 -2.94662 3.87914
N 0.89237 -1.68141 1.23978
C 2.20928 -1.48207 1.54246
C 2.96277 -2.41241 2.28426
C 4.26927 -2.19052 2.66315
C 4.93054 -1.02741 2.30795
C 4.24848 -0.10628 1.53931
C 2.93978 -0.33802 1.17772
F 2.36858 0.66385 0.44399
H -2.41622 -3.32251 2.58343
H -2.24418 -3.37273 0.84266
H -2.29617 -1.83317 1.67279
H -0.20703 -5.44268 1.61974
H 1.47781 -4.97433 1.49483
H 0.38633 -4.66942 0.16196
H 0.04818 -3.95976 4.26059
H -0.66832 -2.36795 4.33432
H 1.06697 -2.53326 4.23708
H 2.49120 -3.33799 2.56368
H 4.78645 -2.94040 3.24563
H 5.94986 -0.84459 2.60667
H 4.71075 0.81127 1.20807
S -3.77878 -2.03757 -2.57833
C -2.61153 -1.54572 -1.55788
S -2.81209 -0.24433 -0.42844
S -1.01778 -2.29715 -1.49578
C -1.77331 1.75897 2.36449
N -1.87097 2.58975 3.56049
C -1.06276 3.78629 3.35697
N 0.33297 3.46636 3.08844
C 0.38475 2.62402 1.89791
N -0.38760 1.39195 2.07553
C 0.14734 0.67449 3.23111
N 0.09186 1.47842 4.44574
C -1.30002 1.84686 4.67685
C 0.85631 2.69863 4.21257
H -2.18071 2.30755 1.51138
H -2.36519 0.85031 2.50766
H -1.11698 4.40810 4.25531
H -1.46393 4.34817 2.51118
H 1.42597 2.37320 1.69008
H -0.01327 3.17736 1.04277
H 1.18680 0.39909 3.03829
H -0.43389 -0.23698 3.37476
H -1.35588 2.46537 5.57752
H -1.88499 0.93676 4.82749
H 1.89513 2.42814 4.00369
H 0.82210 3.31530 5.11590
C -1.23444 -1.09703 -4.88156
C -0.09250 -0.81054 -5.84017
C -0.54774 -0.19973 -7.16297
O 0.91870 0.00101 -5.24612
P 0.84696 1.41026 -4.50691
S 2.36318 2.47704 -5.15063
S 0.74879 1.20959 -2.45743
O -0.58630 1.95579 -5.04823
C -1.28647 3.10468 -4.59418
C -2.41172 2.67236 -3.65483
C -0.37784 4.14295 -3.95051
H -1.94985 -1.77436 -5.34219
H -1.74505 -0.17702 -4.60627
H -0.84506 -1.56866 -3.98184
H 0.44469 -1.75017 -6.04743
H -1.12965 0.70344 -6.99511
H -1.15166 -0.91778 -7.71427
H 0.33145 0.06100 -7.74749
H -1.72619 3.52357 -5.51437
H -1.99545 2.19474 -2.77127
H -3.07035 1.96539 -4.15779
H -2.99766 3.53960 -3.35770
H 0.06278 3.73717 -3.04343
H -0.94414 5.04163 -3.71162
H 0.43130 4.38746 -4.63424
*
```